Record 1
DFT (ωB97M-V/def2-TZVPD) results for a 13-piece molecular cluster, C67H162N8O18 overall.

Properties
**Kohn-Sham gap**: 0.328 Eh
**Strongest force on any atom**: 2.62 eV/A
**HOMO level**: -8.4 eV
**Electronic energy**: -4441.8979 a.u.

```
255
C67H162N8O18 | OMol25 | ωB97M-V/def2-TZVPD
C 1.928 5.041 2.944
O 2.840 4.068 2.587
C 4.164 4.487 2.434
C 4.805 3.751 1.313
N 6.239 3.826 1.465
C 6.910 3.149 0.387
C 8.350 3.066 0.636
O 8.884 4.333 0.360
C 10.207 4.400 0.647
H 1.944 5.956 2.301
H 2.078 5.451 3.941
H 0.941 4.686 2.852
H 4.781 4.255 3.284
H 4.166 5.557 2.225
H 4.538 4.160 0.351
H 4.505 2.686 1.300
H 6.536 4.777 1.479
H 6.852 3.574 -0.647
H 6.567 2.109 0.244
H 8.809 2.308 -0.019
H 8.594 2.743 1.660
H 10.548 5.376 0.381
H 10.771 3.600 0.111
H 10.402 4.268 1.708
C -2.771 1.630 4.528
O -3.522 2.712 5.108
C -4.739 3.032 4.507
C -5.744 1.883 4.570
N -5.817 1.334 5.919
C -6.979 1.607 6.702
C -8.119 0.768 6.177
O -9.378 1.192 6.823
C -10.442 0.248 6.774
H -1.763 1.808 4.914
H -2.761 1.670 3.422
H -3.142 0.643 4.842
H -4.680 3.390 3.461
H -5.143 3.883 5.043
H -5.423 1.108 3.846
H -6.748 2.207 4.267
H -4.974 1.618 6.406
H -7.305 2.644 6.601
H -6.881 1.290 7.733
H -7.899 -0.296 6.487
H -8.134 0.783 5.085
H -10.486 -0.244 5.769
H -11.416 0.727 6.826
H -10.273 -0.508 7.557
C 0.232 -0.821 4.724
O -0.242 0.065 3.722
C 0.650 1.173 3.525
C 2.002 0.793 2.870
N 1.848 -0.023 1.691
C 1.005 0.545 0.704
C 1.042 -0.307 -0.555
O 0.118 0.114 -1.437
C 0.017 -0.754 -2.554
H -0.494 -1.605 4.942
H 0.387 -0.259 5.683
H 1.204 -1.286 4.503
H 0.862 1.702 4.464
H 0.106 1.839 2.860
H 2.527 0.179 3.609
H 2.522 1.751 2.729
H 1.526 -0.941 1.923
H 1.351 1.546 0.458
H -0.064 0.658 0.987
H 0.876 -1.385 -0.288
H 2.063 -0.311 -0.980
H 1.009 -0.810 -3.111
H -0.787 -0.331 -3.132
H -0.300 -1.765 -2.244
C -1.805 6.671 2.880
O -1.363 5.648 1.968
C -2.046 4.464 2.238
C -1.672 3.527 1.102
N -1.927 4.109 -0.240
C -0.847 3.765 -1.141
C -0.988 4.463 -2.495
O -0.762 5.854 -2.314
C -0.449 6.505 -3.521
H -2.916 6.659 2.925
H -1.458 7.632 2.536
H -1.492 6.388 3.901
H -3.120 4.696 2.299
H -1.706 3.995 3.199
H -2.169 2.563 1.227
H -0.630 3.261 1.262
H -1.928 5.103 -0.145
H -0.973 2.703 -1.333
H 0.110 4.061 -0.694
H -1.957 4.285 -3.002
H -0.193 4.069 -3.175
H -1.139 6.200 -4.289
H 0.549 6.248 -3.840
H -0.526 7.568 -3.295
C 3.410 2.671 -8.256
O 3.262 1.972 -7.073
C 4.146 0.950 -6.893
C 3.948 0.399 -5.482
N 4.026 1.509 -4.549
C 3.537 1.141 -3.201
C 3.498 2.292 -2.224
O 2.461 3.185 -2.574
C 2.483 4.349 -1.759
H 2.538 3.307 -8.327
H 3.354 2.060 -9.174
H 4.312 3.263 -8.224
H 5.198 1.298 -6.997
H 3.985 0.193 -7.715
H 4.671 -0.406 -5.222
H 2.996 -0.032 -5.465
H 3.473 2.300 -4.830
H 4.137 0.360 -2.799
H 2.509 0.643 -3.248
H 4.474 2.773 -2.150
H 3.324 1.865 -1.231
H 2.291 4.146 -0.692
H 1.742 5.042 -2.133
H 3.484 4.828 -1.780
C 6.473 -0.485 -1.128
C 5.197 -0.781 -0.455
O 4.659 0.246 0.357
H 6.627 -1.253 -1.953
H 7.359 -0.552 -0.457
H 6.465 0.489 -1.570
H 5.443 -1.632 0.165
H 4.389 -1.112 -1.105
H 3.709 0.199 0.594
C -3.449 1.451 -3.388
C -4.235 0.348 -3.986
O -3.392 -0.740 -4.327
H -3.987 2.381 -3.205
H -2.702 1.671 -4.134
H -2.968 1.027 -2.522
H -4.808 0.624 -4.873
H -4.903 -0.080 -3.255
H -2.815 -0.500 -5.094
C -0.254 1.853 -5.763
C 0.220 0.567 -6.516
O -0.830 -0.482 -6.434
H -0.390 1.653 -4.696
H -1.156 2.296 -6.210
H 0.561 2.553 -5.962
H 1.161 0.215 -6.075
H 0.450 0.828 -7.589
H -0.429 -1.374 -6.410
C 1.541 1.047 9.513
C 0.945 -0.006 8.598
O 0.307 -1.048 9.380
H 1.986 1.838 8.910
H 2.256 0.519 10.121
H 0.739 1.373 10.214
H 1.665 -0.536 8.028
H 0.245 0.387 7.829
H -0.407 -0.626 9.907
C -0.456 -4.137 -0.358
C 0.497 -4.969 -1.139
O -0.228 -5.849 -1.997
H 0.028 -3.605 0.488
H -1.173 -4.843 0.056
H -0.943 -3.452 -1.071
H 0.955 -5.680 -0.476
H 1.187 -4.360 -1.686
H -0.795 -5.301 -2.587
C -6.982 1.421 -0.426
C -6.397 0.118 0.070
C -6.599 -0.996 -0.969
C -5.721 -2.202 -0.629
C -4.255 -1.781 -0.552
C -4.076 -0.741 0.548
N -4.976 0.377 0.191
O -4.654 1.381 1.162
C -4.254 -1.348 1.945
C -2.657 -0.213 0.490
C -7.058 -0.271 1.422
H -6.296 1.753 -1.180
H -6.950 2.205 0.328
H -8.009 1.334 -0.751
H -7.646 -1.350 -0.993
H -6.401 -0.611 -1.959
H -5.989 -3.032 -1.279
H -6.125 -2.549 0.365
H -3.883 -1.298 -1.456
H -3.626 -2.663 -0.362
H -5.217 -1.810 2.134
H -3.388 -1.984 2.049
H -4.188 -0.529 2.639
H -2.521 0.478 -0.344
H -2.288 0.270 1.430
H -1.941 -1.038 0.250
H -7.053 -1.345 1.590
H -8.118 -0.007 1.314
H -6.679 0.221 2.355
H -4.353 2.089 0.568
C 6.337 -1.695 3.183
C 5.388 -2.882 3.065
C 4.002 -2.274 3.114
C 2.870 -3.208 2.742
C 3.176 -3.662 1.316
C 4.497 -4.414 1.231
N 5.543 -3.477 1.734
O 6.897 -4.012 1.525
C 4.345 -5.777 2.002
C 4.890 -4.701 -0.225
C 5.545 -3.807 4.285
H 7.358 -2.071 3.362
H 5.971 -1.020 3.937
H 6.297 -1.109 2.255
H 3.833 -1.871 4.113
H 3.924 -1.356 2.509
H 1.897 -2.750 2.912
H 2.786 -4.110 3.402
H 3.074 -2.856 0.612
H 2.364 -4.335 0.947
H 5.371 -6.252 2.083
H 4.018 -5.670 3.024
H 3.670 -6.466 1.490
H 5.086 -3.767 -0.765
H 5.819 -5.216 -0.273
H 4.062 -5.179 -0.795
H 5.068 -3.291 5.145
H 6.481 -4.262 4.573
H 4.861 -4.620 4.166
H 6.849 -4.934 1.701
C -0.119 -3.447 -4.849
C -1.368 -4.327 -5.111
C -0.909 -5.697 -5.606
C -2.085 -6.690 -5.696
C -2.831 -6.751 -4.398
C -3.303 -5.423 -3.970
N -2.126 -4.538 -3.903
O -2.369 -3.309 -3.230
C -4.502 -4.940 -4.882
C -3.860 -5.512 -2.527
C -2.125 -3.551 -6.271
H 0.445 -3.740 -3.948
H -0.333 -2.385 -4.784
H 0.512 -3.581 -5.780
H -0.393 -5.617 -6.589
H -0.196 -6.105 -4.884
H -1.732 -7.676 -5.985
H -2.737 -6.392 -6.545
H -2.149 -7.249 -3.720
H -3.707 -7.391 -4.531
H -5.372 -5.288 -4.321
H -4.491 -3.847 -5.071
H -4.418 -5.396 -5.863
H -3.160 -5.918 -1.830
H -4.157 -4.486 -2.198
H -4.753 -6.132 -2.486
H -1.449 -3.333 -7.072
H -2.471 -2.579 -5.882
H -2.984 -4.078 -6.698
H -2.719 -2.689 -3.888
```

Löwdin population analysis, charges in e, atoms 1 to 8: number 1, C, carries -0.119; number 2, O, carries -0.190; number 3, C, carries -0.222; number 4, C, carries -0.212; number 5, N, carries -0.033; number 6, C, carries -0.240; number 7, C, carries -0.263; number 8, O, carries -0.173



Record 2
DFT (ωB97M-V/def2-TZVPD) results for a 5-piece molecular cluster, C67H42Cl2O10 overall.

Properties
**Kohn-Sham gap**: 0.300 Eh
**Strongest force on any atom**: 1.97 eV/A
**HOMO level**: -9.4 eV
**Electronic energy**: -4251.2687 a.u.
**SMILES**: O=C1CC(Cl)(Cl)[C@@H](Cc2ccccc2)O1.O=C1c2ccccc2C(=O)c2ccccc21.O=C1c2ccccc2C(=O)c2ccccc21.O=C1c2ccccc2C(=O)c2ccccc21.O=C1c2ccccc2C(=O)c2ccccc21

```
121
C67H42Cl2O10 | OMol25 | ωB97M-V/def2-TZVPD
O -3.987 -3.724 -5.308
C -4.317 -3.957 -4.177
C -5.733 -4.204 -3.577
C -5.308 -5.368 -2.659
Cl -4.913 -6.667 -3.842
Cl -6.592 -5.950 -1.588
C -4.128 -4.667 -1.972
C -3.106 -5.501 -1.151
C -1.806 -5.699 -1.937
C -0.779 -4.801 -1.853
C 0.355 -5.001 -2.608
C 0.423 -6.099 -3.415
C -0.584 -7.022 -3.485
C -1.718 -6.819 -2.728
O -3.477 -4.022 -3.093
H -5.898 -3.284 -3.010
H -6.412 -4.448 -4.387
H -4.460 -3.816 -1.369
H -3.512 -6.480 -0.883
H -2.870 -5.008 -0.205
H -0.926 -3.956 -1.188
H 1.155 -4.274 -2.525
H 1.307 -6.248 -4.030
H -0.539 -7.914 -4.099
H -2.538 -7.525 -2.745
C 0.680 -1.159 -4.506
C -0.480 -0.791 -3.832
C -0.433 0.187 -2.854
C 0.774 0.795 -2.537
C 1.944 0.411 -3.197
C 1.889 -0.561 -4.190
C 3.254 1.018 -2.836
O 4.274 0.688 -3.412
C 3.291 2.031 -1.748
C 4.509 2.571 -1.353
C 4.551 3.525 -0.348
C 3.374 3.950 0.263
C 2.160 3.410 -0.127
C 2.115 2.446 -1.122
C 0.803 1.856 -1.496
O -0.223 2.227 -0.959
H 0.637 -1.919 -5.275
H -1.420 -1.270 -4.073
H -1.336 0.477 -2.332
H 2.791 -0.854 -4.711
H 5.425 2.243 -1.828
H 5.501 3.939 -0.038
H 3.408 4.700 1.045
H 1.244 3.733 0.347
C 6.490 -2.560 -5.103
C 5.819 -1.605 -4.344
C 5.952 -1.600 -2.964
C 6.745 -2.554 -2.340
C 7.400 -3.526 -3.102
C 7.278 -3.518 -4.485
C 8.216 -4.585 -2.447
O 8.789 -5.427 -3.107
C 8.307 -4.592 -0.960
C 9.017 -5.604 -0.326
C 9.120 -5.615 1.055
C 8.522 -4.610 1.809
C 7.809 -3.603 1.182
C 7.690 -3.594 -0.202
C 6.891 -2.523 -0.860
O 6.367 -1.648 -0.201
H 6.393 -2.558 -6.181
H 5.197 -0.867 -4.827
H 5.437 -0.858 -2.375
H 7.794 -4.262 -5.076
H 9.485 -6.383 -0.912
H 9.670 -6.407 1.547
H 8.610 -4.617 2.888
H 7.339 -2.824 1.767
C -0.772 4.111 2.598
C -1.948 4.453 3.256
C -1.933 5.423 4.246
C -0.737 6.046 4.590
C 0.448 5.684 3.943
C 0.420 4.724 2.941
C 1.745 6.301 4.325
O 2.774 5.988 3.757
C 1.757 7.305 5.423
C 2.966 7.853 5.834
C 2.989 8.797 6.846
C 1.803 9.206 7.447
C 0.595 8.660 7.045
C 0.568 7.701 6.040
C -0.735 7.098 5.642
O -1.769 7.453 6.169
H -0.788 3.359 1.818
H -2.878 3.963 2.993
H -2.848 5.694 4.755
H 1.332 4.448 2.432
H 3.888 7.537 5.364
H 3.932 9.219 7.167
H 1.822 9.950 8.233
H -0.326 8.974 7.515
C -6.589 0.598 -2.093
C -5.496 1.394 -1.764
C -5.287 1.779 -0.450
C -6.177 1.379 0.540
C -7.286 0.599 0.206
C -7.482 0.202 -1.111
C -8.276 0.200 1.245
O -9.237 -0.481 0.956
C -8.061 0.663 2.644
C -9.001 0.349 3.617
C -8.808 0.762 4.924
C -7.670 1.484 5.268
C -6.732 1.804 4.301
C -6.928 1.404 2.985
C -5.929 1.785 1.950
O -4.935 2.417 2.245
H -6.746 0.291 -3.119
H -4.806 1.713 -2.535
H -4.434 2.393 -0.194
H -8.335 -0.413 -1.367
H -9.885 -0.215 3.351
H -9.544 0.520 5.680
H -7.517 1.800 6.292
H -5.849 2.369 4.567
```

Löwdin population analysis, charges in e, atoms 1 to 8: number 1, O, carries 0.135; number 2, C, carries -0.504; number 3, C, carries -0.130; number 4, C, carries -1.091; number 5, Cl, carries 0.732; number 6, Cl, carries 0.659; number 7, C, carries -0.306; number 8, C, carries -0.060



- What is the electronic energy in the first record?
  -4441.8979 a.u.